A | 25
Properties=species:S:1:pos:R:3 method="wB97M-V/def2-TZVPD" homo_lumo_gap_ev="7.08 / 7.08" lumo_energy_ev="0.83 / 0.83" multiplicity=1
C -0.56 -1.70 -0.10
H 1.39 1.11 -2.66
O 0.23 2.08 0.39
H 0.50 2.56 -0.40
C -0.05 0.22 -1.28
C 1.34 0.36 -1.85
H -1.59 -1.58 -0.42
H -2.12 0.11 1.92
H 0.10 -2.12 -0.85
H -0.88 1.08 2.76
C -1.09 0.11 2.27
C 1.20 -0.21 1.56
H -1.27 -0.87 -2.52
H -0.94 0.64 -3.08
N -0.20 -0.11 1.13
N -1.11 0.10 -2.24
H 2.07 0.68 -1.10
H 1.82 -0.43 0.70
C -0.42 0.87 -0.01
H 1.29 -1.04 2.27
H -0.50 -2.31 0.80
H 1.70 -0.58 -2.29
H -1.51 1.02 -0.02
H 1.55 0.71 2.03
H -0.96 -0.69 3.00

B | 25
Properties=species:S:1:pos:R:3 method="wB97M-V/def2-TZVPD" homo_lumo_gap_ev=9.96 lumo_energy_ev=0.81 multiplicity=1
H -3.90 -1.07 -0.10
H -2.46 -2.02 -0.45
H 2.39 -1.28 1.58
H 2.43 -0.67 -2.15
H 0.32 0.91 -0.75
H -4.40 0.67 1.14
H -1.68 1.75 0.61
C 2.16 -1.06 -1.18
C 1.73 -0.49 1.24
H 2.66 2.16 -1.65
H 1.70 0.31 1.98
H -1.34 -0.03 -0.50
C 2.20 0.04 -0.12
H 1.16 -1.49 -1.25
H -2.92 -1.70 1.24
C -2.61 1.20 0.69
H 1.31 1.99 0.24
N -2.07 -0.08 0.20
C -2.88 -1.27 0.22
N -3.75 1.45 1.13
H 0.73 -0.91 1.17
O 1.77 1.82 -1.77
H 2.85 -1.87 -0.92
C 1.35 1.24 -0.56
H 3.23 0.40 -0.02

Most stable pick: B. Distance to second place: 3.745 eV.

A | 25
Properties=species:S:1:pos:R:3 method="wB97M-V/def2-TZVPD" homo_lumo_gap_ev=9.88 lumo_energy_ev=0.72 multiplicity=1
C 1.84 0.76 -1.79
O 1.02 0.98 0.46
H 0.05 -1.58 0.07
H -2.07 0.68 2.90
H 0.07 1.30 0.22
H 2.61 1.51 -1.60
H -1.71 -0.97 2.34
C 0.35 -1.04 -0.82
H -3.77 -0.07 -0.41
C -1.58 0.09 2.12
H -3.64 -0.99 1.03
H 3.12 -1.35 -0.60
H 3.44 0.08 0.38
H 0.97 1.27 -2.20
C -2.18 0.43 0.79
N -3.23 -0.34 0.39
H 2.40 -1.19 1.01
H -0.51 -0.58 -1.30
H 2.22 0.06 -2.53
C 1.47 0.05 -0.49
C 2.69 -0.65 0.11
H -0.52 0.33 2.11
H 0.79 -1.76 -1.52
H -2.15 1.58 -0.77
N -1.67 1.38 0.11

B | 25
Properties=species:S:1:pos:R:3 method="wB97M-V/def2-TZVPD" homo_lumo_gap_ev=9.05 lumo_energy_ev=0.74 multiplicity=1
H 0.96 -3.11 -0.28
H -0.71 -2.67 -0.20
H 2.41 0.52 -1.36
C 0.41 1.02 -0.69
N -1.91 -1.89 1.45
H -1.88 -2.69 2.08
H 1.11 0.02 -2.48
H 0.16 2.14 1.15
C -0.81 -0.98 1.69
H -2.80 -1.42 1.52
H -1.71 1.44 -0.47
C 0.89 2.03 0.34
C 1.44 0.80 -1.78
N 0.26 -2.37 -0.24
H 1.59 1.72 -2.35
C 0.61 -1.30 0.56
H -1.13 0.06 1.62
H -0.94 2.31 -1.80
H -1.29 0.57 -1.95
H 1.05 3.01 -0.11
O 1.74 -1.15 1.00
C -0.96 1.36 -1.26
H 1.83 1.69 0.78
H 0.01 0.05 0.14
H -0.31 -1.15 2.65

Most stable pick: A. Distance to second place: 2.349 eV.

A | 15
Properties=species:S:1:pos:R:3 method="wB97M-V/def2-TZVPD" homo_lumo_gap_ev=9.76 lumo_energy_ev=0.78 multiplicity=1
N -0.46 -0.74 -1.50
H -0.24 2.07 2.33
C -0.53 0.45 -0.62
H -1.18 -1.38 -1.19
H 0.21 -0.62 1.04
H 0.99 -2.00 -0.48
H -1.57 0.41 -0.28
H 0.72 -2.29 -2.22
C 0.21 0.43 0.75
O 1.88 -0.63 -1.58
H -0.45 1.39 -1.16
H 1.54 0.03 -2.19
C 0.76 -1.52 -1.44
S -0.93 0.97 2.14
H 1.21 0.83 0.65

B | 15
Properties=species:S:1:pos:R:3 method="wB97M-V/def2-TZVPD" homo_lumo_gap_ev=10.37 lumo_energy_ev=0.59 multiplicity=1
H -0.35 1.29 2.13
H 0.53 -1.49 -2.54
C -0.10 -0.17 0.54
H -0.68 1.85 0.47
H -2.06 -0.66 -0.94
H -1.92 0.70 1.32
C 1.47 -0.07 0.34
H 1.98 0.38 1.26
N 0.04 -1.77 -1.73
H 1.96 -0.98 0.16
C -0.82 1.03 1.17
H -0.37 -0.98 1.33
S -0.64 -0.52 -1.17
H 1.52 0.62 -0.50
O -0.54 0.77 -1.84

Most stable pick: A. Distance to second place: 1.401 eV.

A | 21
Properties=species:S:1:pos:R:3 method="wB97M-V/def2-TZVPD" homo_lumo_gap_ev=8.46 lumo_energy_ev=0.71 multiplicity=1
C -0.31 -0.14 0.48
H -2.83 -1.20 -1.45
H -2.80 -0.09 -0.24
H 0.90 -1.67 -0.44
H 0.74 0.50 2.22
H 0.65 -1.25 2.06
H -0.82 1.67 0.85
H 2.64 -0.13 -0.63
H -0.79 -0.32 2.57
H 0.09 -0.47 -1.61
C 1.76 1.61 -1.17
H 2.70 2.18 -1.17
H 1.52 1.40 -2.23
C 0.42 -0.72 -0.61
N -2.73 -1.10 -0.44
C 0.09 -0.32 1.92
O -1.02 0.99 0.19
H 1.00 2.30 -0.78
H -1.58 -2.05 0.88
N -1.48 -1.63 -0.05
N 1.85 0.44 -0.33

B | 21
Properties=species:S:1:pos:R:3 method="wB97M-V/def2-TZVPD" homo_lumo_gap_ev=10.04 lumo_energy_ev=0.94 multiplicity=1
C -1.65 -0.85 1.37
H 0.83 -2.12 -1.52
H -2.39 -0.77 2.16
N 1.51 1.22 0.44
O 1.93 -1.13 0.53
H -3.16 1.28 1.10
H 1.07 -1.22 0.97
C -1.47 0.10 0.47
C 1.88 0.03 -0.26
H 2.14 1.40 1.22
N 0.84 -0.16 -1.29
H -2.78 1.38 -0.63
H 0.50 1.12 0.73
H 0.81 0.66 -1.88
H -0.70 -0.11 -0.43
C -2.35 1.31 0.37
H 1.94 -1.38 -2.46
N 0.99 -1.31 -2.11
H 2.89 0.12 -0.69
H -1.77 2.21 0.54
H -1.07 -1.77 1.37

C | 21
Properties=species:S:1:pos:R:3 method="wB97M-V/def2-TZVPD" homo_lumo_gap_ev=7.89 lumo_energy_ev=0.79 multiplicity=1
C -2.02 1.08 1.18
H -0.86 -2.17 -1.94
O -0.05 -2.40 -1.47
H 1.89 -1.48 -0.99
H -1.12 1.68 1.10
C 1.00 1.59 -0.64
N -0.01 -1.51 -0.34
C 1.83 -0.71 0.91
H 0.75 0.18 -2.18
H -1.93 0.42 2.06
N -2.21 0.38 -0.08
H -1.44 -0.28 -0.21
N 1.27 -0.87 -0.43
H 2.79 -0.19 0.87
H -2.87 1.75 1.35
H 1.96 -1.70 1.35
C 1.05 0.37 -1.16
H 1.11 -0.16 1.52
H 0.65 2.41 -1.23
H -3.06 -0.17 -0.03
H 1.29 1.81 0.37

Most stable pick: B. Distance to second place: 2.334 eV.